# 1
71
Properties=species:S:1:pos:R:3 method="wB97M-V/def2-TZVPD" charge=0 gap_ev=9.64 smiles="Fc1ccccc1.Fc1ccccc1.Fc1ccccc1.CC(C)=O.CC(C)=O.ClCCl.ClCCl.ClCCl" spin_multiplicity=1 e_lumo_ha=0.0142
F 0.34 -0.10 -4.34
C 0.67 1.12 -4.80
C 1.83 1.73 -4.38
C 2.11 3.03 -4.77
C 1.22 3.68 -5.62
C 0.06 3.06 -6.02
C -0.23 1.76 -5.63
H 2.45 1.16 -3.70
H 3.03 3.49 -4.43
H 1.41 4.71 -5.92
H -0.59 3.61 -6.70
H -1.11 1.23 -5.98
F 0.31 -0.18 6.63
C -0.22 0.42 5.55
C 0.58 0.59 4.44
C 0.08 1.27 3.33
C -1.25 1.68 3.33
C -2.02 1.55 4.48
C -1.52 0.91 5.61
H 1.61 0.23 4.43
H 0.69 1.42 2.45
H -1.74 2.09 2.45
H -3.04 1.92 4.52
H -2.11 0.78 6.51
F -5.29 -3.66 4.89
C -4.32 -3.23 4.07
C -4.36 -3.58 2.74
C -3.36 -3.12 1.89
C -2.38 -2.26 2.38
C -2.37 -1.90 3.71
C -3.33 -2.42 4.58
H -5.12 -4.28 2.40
H -3.38 -3.35 0.83
H -1.67 -1.79 1.72
H -1.65 -1.18 4.07
H -3.39 -2.11 5.62
C -3.03 -1.11 -1.52
C -3.91 -0.34 -0.56
C -5.32 -0.83 -0.35
O -3.48 0.61 0.05
H -2.64 -2.02 -1.07
H -2.24 -0.45 -1.85
H -3.59 -1.37 -2.42
H -5.32 -1.84 0.07
H -5.82 -0.88 -1.32
H -5.86 -0.20 0.34
C 5.96 2.19 -1.50
C 5.01 3.33 -1.22
C 3.77 3.02 -0.43
O 5.22 4.42 -1.64
H 6.67 2.14 -0.68
H 6.48 2.42 -2.43
H 5.44 1.24 -1.63
H 2.88 3.01 -1.06
H 3.64 3.77 0.36
H 3.88 2.09 0.13
Cl 0.33 2.06 -0.40
C 0.40 0.34 -0.88
Cl 2.06 -0.26 -0.82
H -0.27 -0.23 -0.25
H 0.11 0.33 -1.92
Cl 0.30 -3.15 -0.52
C 1.00 -3.54 -2.10
Cl -0.06 -3.21 -3.47
H 1.88 -2.92 -2.21
H 1.29 -4.58 -2.08
Cl 3.53 -3.68 0.84
C 4.70 -2.33 0.71
Cl 5.60 -2.40 -0.80
H 4.10 -1.43 0.75
H 5.38 -2.43 1.54

# 2
81
Properties=species:S:1:pos:R:3 method="wB97M-V/def2-TZVPD" s_squared=2.032 charge=+3 gap_ev="6.47 / 6.39" spin_multiplicity=3 e_lumo_ha="-0.3516 / -0.3539"
Tc -0.72 0.29 -0.98
O 0.94 -0.63 1.65
S 0.54 -1.83 0.97
O -0.03 -2.90 1.72
O -0.54 -1.40 -0.16
C 1.86 -2.40 -0.04
C 2.52 -3.52 0.41
C 3.71 -3.91 -0.20
C 4.22 -3.16 -1.25
C 3.52 -2.05 -1.72
C 2.33 -1.65 -1.12
P 1.42 -0.32 -1.98
C 2.59 0.95 -2.41
C 2.93 1.90 -1.45
C 3.86 2.89 -1.75
C 4.44 2.92 -3.01
C 4.12 1.97 -3.96
C 3.19 0.98 -3.67
C 0.66 -1.11 -3.42
C 0.33 -0.35 -4.55
C -0.28 -0.97 -5.63
C -0.59 -2.32 -5.57
C -0.29 -3.07 -4.44
C 0.33 -2.47 -3.36
H 2.13 -4.09 1.25
H 4.23 -4.79 0.15
H 5.15 -3.45 -1.72
H 3.92 -1.50 -2.56
H 2.49 1.87 -0.46
H 4.13 3.62 -1.01
H 5.15 3.70 -3.25
H 4.59 1.99 -4.94
H 2.96 0.23 -4.41
H 0.56 0.70 -4.60
H -0.53 -0.39 -6.51
H -1.06 -2.80 -6.42
H -0.53 -4.12 -4.40
H 0.57 -3.06 -2.49
C 1.12 3.03 2.41
N -0.01 3.52 1.62
C -0.35 4.94 1.77
C -0.63 2.72 0.76
N -0.16 1.53 0.44
N -1.80 3.20 0.19
C -2.74 2.49 -0.50
N -3.90 3.11 -0.72
N -2.52 1.25 -0.87
H 1.16 3.60 3.33
H 2.06 3.15 1.87
H 0.98 1.98 2.68
H 0.54 5.45 2.14
H -1.16 5.09 2.49
H -0.58 5.40 0.81
H 0.67 1.24 0.96
H -1.95 4.19 0.27
H -4.02 4.09 -0.51
H -4.56 2.73 -1.38
H -3.30 0.86 -1.40
C -1.46 -1.55 6.99
N -2.41 -2.60 6.63
C -3.03 -3.41 7.52
C -3.84 -4.26 6.80
N -3.69 -3.95 5.49
C -4.37 -4.62 4.39
C -2.81 -2.91 5.37
Se -2.25 -2.15 3.80
H -1.13 -1.73 8.00
H -1.95 -0.58 6.92
H -0.61 -1.59 6.31
H -2.86 -3.34 8.58
H -4.48 -5.05 7.13
H -4.74 -5.57 4.77
H -3.67 -4.80 3.58
H -5.20 -4.01 4.04
F -0.37 1.69 -2.26
P -0.78 3.47 -3.83
F -1.03 4.63 -4.79
F -0.21 4.24 -2.57
F -1.28 2.25 -4.67
F 0.70 3.08 -4.20
F -2.18 3.44 -3.07

# 3
70
Properties=species:S:1:pos:R:3 method="wB97M-V/def2-TZVPD" s_squared=2.027 charge=+2 gap_ev="6.68 / 7.03" spin_multiplicity=3 e_lumo_ha="-0.2424 / -0.2423"
V -0.27 0.68 -0.43
C -3.40 0.82 2.77
C -2.64 1.00 3.91
C -1.25 1.05 3.81
C -0.68 0.93 2.56
N -1.42 0.78 1.44
C -2.75 0.70 1.55
C 0.79 0.87 2.33
C 1.76 1.06 3.31
C 3.09 0.91 2.95
C 3.44 0.56 1.66
C 2.43 0.38 0.73
N 1.15 0.56 1.08
C 2.61 -0.04 -0.69
C 3.82 -0.42 -1.22
C 3.86 -0.86 -2.54
C 2.69 -0.90 -3.27
C 1.51 -0.49 -2.67
N 1.47 -0.07 -1.41
H -4.48 0.75 2.81
H -3.11 1.09 4.87
H -0.65 1.15 4.69
H -3.28 0.51 0.63
H 1.49 1.32 4.32
H 3.87 1.07 3.69
H 4.48 0.42 1.39
H 4.72 -0.40 -0.63
H 4.79 -1.17 -2.98
H 2.67 -1.25 -4.29
H 0.56 -0.51 -3.19
C -3.42 2.66 -1.59
N -2.40 3.56 -2.12
C -2.92 4.83 -2.62
P -0.81 3.29 -1.91
O -0.54 1.78 -2.04
N -0.34 3.68 -0.36
C 1.10 3.72 -0.05
C -1.12 4.59 0.48
N 0.10 4.10 -2.98
C 0.51 5.49 -2.77
C 0.24 3.62 -4.35
H -3.84 3.03 -0.66
H -3.02 1.66 -1.45
H -4.23 2.58 -2.32
H -3.35 5.43 -1.81
H -3.70 4.63 -3.36
H -2.13 5.41 -3.10
H 1.65 3.05 -0.72
H 1.26 3.42 0.98
H 1.50 4.73 -0.18
H -2.18 4.53 0.22
H -0.79 5.62 0.38
H -1.01 4.30 1.53
H 0.28 5.82 -1.76
H 0.00 6.15 -3.47
H 1.59 5.58 -2.93
H -0.03 2.57 -4.41
H 1.28 3.74 -4.66
H -0.39 4.20 -5.03
F -3.36 -4.45 -1.80
C -2.67 -3.34 -1.51
C -1.86 -3.34 -0.39
C -1.16 -2.18 -0.09
C -1.25 -1.04 -0.88
C -2.08 -1.09 -2.01
C -2.80 -2.24 -2.33
H -1.79 -4.23 0.22
H -0.52 -2.19 0.80
H -2.17 -0.24 -2.67
H -3.44 -2.29 -3.20

# 4
69
Properties=species:S:1:pos:R:3 method="wB97M-V/def2-TZVPD" charge=+1 gap_ev="4.89 / 4.89" spin_multiplicity=1 e_lumo_ha="-0.1761 / -0.1761"
W -0.97 0.39 -3.30
Se -1.41 2.61 -3.84
Te -3.53 -0.34 -3.82
Te -1.59 -1.88 -4.86
Se 0.21 -0.22 -5.39
S 1.47 -1.35 -2.49
C 2.31 0.08 -2.85
N 3.66 0.14 -2.83
C 4.32 1.30 -3.13
C 3.59 2.42 -3.44
C 2.20 2.32 -3.46
N 1.57 1.15 -3.17
H 4.18 -0.72 -2.67
H 5.40 1.28 -3.10
H 4.06 3.36 -3.67
H 1.55 3.14 -3.72
C -0.43 1.10 -1.30
C 0.15 1.62 -0.34
C 0.82 2.15 0.75
C 0.07 2.75 1.81
C -1.24 3.23 1.59
C -2.01 3.66 2.64
C -1.51 3.61 3.94
C -0.22 3.16 4.18
C 0.57 2.74 3.13
C 2.24 1.90 0.86
C 3.11 2.83 1.43
C 4.45 2.53 1.58
C 4.95 1.30 1.18
C 4.09 0.37 0.60
C 2.76 0.67 0.42
H -1.62 3.27 0.58
H -3.00 4.04 2.46
H -2.13 3.92 4.77
H 0.16 3.12 5.19
H 1.55 2.33 3.32
H 2.74 3.80 1.74
H 5.12 3.27 2.01
H 5.99 1.07 1.31
H 4.46 -0.61 0.33
H 2.09 -0.07 0.01
C -2.42 -6.17 -0.43
C -1.09 -5.45 -0.23
C -1.21 -3.92 -0.19
C -1.56 -3.28 -1.51
Ge -1.48 -1.22 -1.19
C -3.25 -0.66 -0.28
C -3.52 -0.99 1.18
C -3.03 0.04 2.20
C -1.59 -0.16 2.63
H -2.26 -7.24 -0.28
H -2.81 -6.04 -1.44
H -3.16 -5.83 0.28
H -0.40 -5.75 -1.01
H -0.67 -5.75 0.73
H -0.24 -3.53 0.14
H -1.95 -3.64 0.56
H -2.56 -3.56 -1.85
H -0.83 -3.58 -2.28
H -0.52 -1.30 0.01
H -4.03 -1.16 -0.87
H -3.37 0.42 -0.43
H -3.11 -1.97 1.44
H -4.60 -1.07 1.26
H -3.67 -0.02 3.08
H -3.15 1.04 1.79
H -1.44 -1.17 2.99
H -1.35 0.53 3.44
H -0.90 0.03 1.81

Computed values of energy above the lowest of the compared OMol25 structures with the same formula, charge and spin (unit: kcal per mole) for the preceding records, in sequence: 0.0, 62.9, 3.5, 56.5.